Computed, not measured: a molecular structure, C28H33N4OPdS3Si in a non-equilibrium geometry, with ωB97M-V/def2-TZVPD.

Last column: Löwdin charge in e.
Cartesian coordinates (Å):
1 Pd 0.86 0.67 0.87  1.023
2 C 2.44 2.52 -3.73  -0.396
3 S 0.75 2.90 -3.25  0.929
4 C 0.69 2.34 -1.65  -1.063
5 S 2.02 1.78 -0.79  0.760
6 N -0.57 2.52 -1.10  -0.062
7 N -0.74 1.93 0.02  -0.160
8 C -1.71 2.19 0.83  -0.033
9 C -1.32 2.39 2.21  -0.272
10 C -2.25 2.70 3.18  0.006
11 C -1.79 3.07 4.44  -0.031
12 C -0.44 3.09 4.66  -0.034
13 C 0.44 2.70 3.62  -0.103
14 N 0.01 2.36 2.44  0.089
15 H 2.55 2.94 -4.73  0.046
16 H 3.15 2.99 -3.06  0.030
17 H 2.58 1.44 -3.76  0.042
18 H -2.75 2.27 0.49  0.142
19 H -3.31 2.68 2.94  0.131
20 H -2.48 3.32 5.23  0.124
21 H -0.03 3.38 5.62  0.121
22 H 1.51 2.67 3.78  0.120
23 C -2.96 0.85 -3.71  -0.063
24 C -2.33 -0.24 -4.58  -0.556
25 C -1.74 0.41 -5.83  -0.036
26 C -3.43 -1.23 -4.98  -0.040
27 C -1.21 -0.99 -3.83  -0.146
28 C -0.56 -2.06 -4.47  -0.012
29 C 0.45 -2.77 -3.86  -0.053
30 C 0.86 -2.38 -2.58  -0.448
31 S 2.13 -3.00 -1.60  1.184
32 C 1.77 -1.82 -0.40  -0.516
33 N 0.78 -1.04 -0.68  0.069
34 C 0.23 -1.32 -1.93  -0.263
35 C -0.82 -0.64 -2.55  0.043
36 C 2.62 -1.57 0.77  -0.255
37 C 3.60 -2.46 1.21  -0.031
38 C 4.43 -2.11 2.26  -0.047
39 C 4.32 -0.85 2.84  -0.048
40 C 3.34 0.04 2.41  -0.089
41 C 2.49 -0.35 1.40  -0.225
42 H -3.74 1.35 -4.28  0.093
43 H -2.22 1.60 -3.41  0.064
44 H -3.42 0.43 -2.81  0.092
45 H -2.52 0.92 -6.40  0.094
46 H -1.27 -0.33 -6.49  0.082
47 H -0.98 1.15 -5.56  0.075
48 H -4.25 -0.70 -5.48  0.091
49 H -3.84 -1.74 -4.10  0.094
50 H -3.07 -1.99 -5.68  0.080
51 H -0.86 -2.35 -5.47  0.119
52 H 0.93 -3.60 -4.36  0.120
53 H -1.33 0.15 -2.01  0.092
54 H 3.70 -3.43 0.73  0.113
55 H 5.18 -2.81 2.62  0.117
56 H 4.99 -0.56 3.65  0.119
57 H 3.25 1.01 2.87  0.104
58 C 0.29 -2.99 3.50  -0.154
59 Si -0.24 -1.21 3.62  0.256
60 C 0.79 -0.45 5.01  -0.160
61 C -2.00 -1.11 4.24  -0.161
62 O -0.12 -0.42 2.21  -0.439
63 H 0.66 -3.35 4.46  0.036
64 H 1.09 -3.10 2.76  0.014
65 H -0.54 -3.64 3.19  0.036
66 H 0.84 -1.16 5.85  0.038
67 H 0.34 0.47 5.37  0.011
68 H 1.82 -0.24 4.68  0.011
69 H -2.09 -1.63 5.20  0.042
70 H -2.72 -1.55 3.54  0.036
71 H -2.27 -0.06 4.40  0.013

## Properties
LUMO level (spin up / spin down) ... -0.2171 / -0.2130 Ha
Multiplicity ... 1
Total charge ... +1
Highest occupied orbital energy (spin up / spin down) ... -10.61 / -10.61 eV
Calculated total energy ... -81436.08615 eV